1.
# C28H41AsBMnN5O4S2

C28H41AsBMnN5O4S2 as an isolated structure (ωB97M-V with the def2-TZVPD basis set, the Open Molecules 2025 dataset).

Results
HOMO-LUMO gap (spin up / spin down): 7.53 / 5.21 eV
lowest unoccupied orbital energy (spin up / spin down): -2.019 / -2.023 eV
2S+1: 5
<S²>: 6.05
HOMO level (spin up / spin down): -9.5 / -7.2 eV
relative energy (zero: lowest compared OMol25 entry of this formula, charge and spin): 1.842 eV
charge: +1

Geometry as XYZ:
```
83
Properties=species:S:1:pos:R:3:mulliken_spin:R:1
Mn -0.319 -0.752 1.800 3.883
C -6.113 0.773 -3.919 0.000
C -5.019 0.161 -3.083 0.001
C -4.532 -1.109 -3.385 -0.001
C -3.530 -1.693 -2.629 0.003
C -3.009 -0.977 -1.561 0.010
C -3.472 0.290 -1.231 -0.002
C -4.474 0.850 -1.998 -0.003
S -1.815 -1.794 -0.589 -0.007
O -0.563 -0.764 -0.571 0.006
O -1.345 -2.980 -1.230 0.001
N -2.356 -1.831 0.827 0.029
C -2.022 -2.915 1.694 -0.026
C -2.944 -3.910 1.976 -0.003
C -2.579 -4.890 2.881 0.010
C -1.322 -4.844 3.470 -0.011
C -0.475 -3.808 3.133 0.020
N -0.819 -2.855 2.264 0.025
H -7.006 0.147 -3.897 0.000
H -5.804 0.860 -4.962 0.000
H -6.384 1.765 -3.561 0.000
H -4.942 -1.650 -4.231 0.000
H -3.145 -2.676 -2.866 0.000
H -3.026 0.845 -0.415 0.000
H -4.832 1.845 -1.766 0.000
H -3.910 -3.900 1.491 0.000
H -3.270 -5.686 3.125 0.000
H -1.006 -5.592 4.184 -0.001
H 0.513 -3.719 3.567 0.005
N -1.894 0.955 2.223 0.030
N -1.973 1.536 3.488 -0.010
C -1.312 0.992 4.535 -0.005
N -1.532 1.609 5.708 0.005
S -0.305 -0.342 4.415 0.008
H -1.709 1.677 1.536 -0.005
H -2.740 0.438 1.996 0.001
H -2.696 2.219 3.654 0.000
H -2.072 2.453 5.792 -0.001
H -1.050 1.260 6.518 -0.002
C -0.679 0.555 -4.755 0.000
C 0.055 1.177 -3.580 0.001
C 0.064 2.687 -3.707 0.000
O -0.729 0.846 -2.391 0.000
B -0.034 -0.093 -1.710 0.026
O 1.212 -0.360 -2.147 0.001
C 1.473 0.528 -3.280 -0.001
C 2.515 1.523 -2.814 0.000
C 2.025 -0.332 -4.397 0.000
H -1.679 0.988 -4.813 0.000
H -0.784 -0.525 -4.634 0.000
H -0.162 0.753 -5.695 0.000
H -0.959 3.035 -3.856 0.000
H 0.658 2.998 -4.569 0.000
H 0.463 3.167 -2.814 0.000
H 2.157 2.082 -1.950 0.000
H 2.776 2.228 -3.605 0.000
H 3.417 0.982 -2.523 0.000
H 1.344 -1.137 -4.667 0.000
H 2.966 -0.775 -4.072 0.000
H 2.221 0.275 -5.283 0.000
C 3.186 2.903 0.912 0.001
As 1.664 1.918 1.642 -0.002
C 2.151 2.268 3.499 0.003
C 2.317 0.042 1.439 0.143
C 3.740 -0.220 1.839 0.059
C 4.771 -0.097 0.908 0.000
C 6.092 -0.311 1.277 0.000
C 6.403 -0.654 2.587 0.000
C 5.383 -0.787 3.521 -0.005
C 4.063 -0.570 3.149 -0.007
H 4.116 2.485 1.299 0.001
H 3.086 3.930 1.260 0.000
H 3.211 2.905 -0.174 0.001
H 3.214 2.074 3.641 0.000
H 1.569 1.649 4.179 -0.001
H 1.948 3.319 3.706 -0.001
H 2.157 -0.222 0.392 -0.041
H 1.682 -0.599 2.082 -0.134
H 4.531 0.159 -0.119 0.000
H 6.880 -0.218 0.540 0.000
H 7.433 -0.824 2.877 0.000
H 5.616 -1.063 4.543 0.000
H 3.269 -0.679 3.880 -0.006
```


2.
# C28H41AsCdIO5Si3

C28H41AsCdIO5Si3 as an isolated structure (ωB97M-V with the def2-TZVPD basis set, the Open Molecules 2025 dataset).

Results
HOMO-LUMO gap: 6.93 eV
lowest unoccupied orbital energy: 2.157 eV
HOMO level: -4.8 eV
relative energy (zero: lowest compared OMol25 entry of this formula, charge and spin): 0.000 eV
charge: -1

Geometry as XYZ:
```
80
Properties=species:S:1:pos:R:3:mulliken_charge:R:1
Cd 1.272 0.811 1.074 2.733
C 4.063 -0.662 3.136 -0.226
C 3.115 -0.153 4.068 -0.597
C 2.589 1.017 3.561 -0.793
C 3.173 1.252 2.263 -0.627
C 4.108 0.183 2.045 -1.116
H 4.622 -1.581 3.248 0.583
H 2.829 -0.625 4.997 0.462
H 1.854 1.654 4.033 0.388
H 3.275 2.239 1.821 0.856
H 4.743 0.082 1.175 0.432
I -3.805 7.530 0.915 0.024
C -3.098 5.585 1.222 0.041
C -3.994 4.528 1.196 -0.563
C -3.512 3.241 1.385 -0.220
C -2.160 3.012 1.614 0.229
C -1.283 4.088 1.645 -0.181
C -1.745 5.380 1.439 -0.608
C -1.652 1.584 1.756 0.192
O -2.402 0.671 1.398 -0.648
O -0.517 1.452 2.307 -1.076
H -5.047 4.705 1.024 0.368
H -4.181 2.392 1.355 0.475
H -0.232 3.895 1.793 0.287
H -1.057 6.212 1.438 0.382
C -2.889 -1.098 -1.306 -0.923
Si -1.186 -1.720 -1.771 0.610
C -1.434 -3.495 -2.333 -1.108
C -0.400 -0.761 -3.178 -0.949
As 0.306 -1.501 0.047 -0.144
Si 2.203 -2.682 -0.774 0.316
C 1.872 -4.245 -1.768 -1.254
C 3.314 -3.189 0.639 -0.615
C 3.110 -1.504 -1.902 -0.949
Si -0.514 -2.853 1.807 0.247
C -2.034 -2.065 2.538 -0.968
C 0.806 -2.936 3.130 -0.619
C -0.961 -4.602 1.279 -1.145
H -3.286 -0.474 -2.107 0.384
H -2.883 -0.523 -0.385 -0.019
H -3.562 -1.949 -1.180 0.442
H -2.215 -3.449 -3.097 0.377
H -1.783 -4.155 -1.542 0.207
H -0.549 -3.936 -2.783 0.319
H -1.157 -0.210 -3.737 0.366
H 0.101 -1.447 -3.866 0.429
H 0.332 -0.039 -2.815 0.031
H 1.131 -4.912 -1.335 0.293
H 2.824 -4.780 -1.805 0.350
H 1.577 -4.024 -2.793 0.321
H 3.017 -4.156 1.044 0.350
H 3.339 -2.463 1.450 -0.289
H 4.328 -3.287 0.245 0.395
H 2.550 -1.324 -2.819 0.274
H 4.077 -1.939 -2.168 0.537
H 3.267 -0.535 -1.433 0.036
H -1.790 -1.092 2.966 0.159
H -2.411 -2.725 3.322 0.498
H -2.819 -1.893 1.801 0.233
H 1.333 -1.987 3.258 -0.231
H 1.549 -3.704 2.927 0.314
H 0.320 -3.174 4.079 0.459
H -1.905 -4.629 0.739 0.280
H -1.079 -5.201 2.185 0.392
H -0.200 -5.074 0.662 0.258
O -1.377 1.574 -1.292 0.270
C -1.076 2.541 -2.205 0.107
C -1.991 3.096 -3.084 -0.890
C -1.562 4.052 -3.998 -0.641
C -0.231 4.436 -4.039 -0.692
C 0.676 3.875 -3.146 -0.456
C 0.259 2.931 -2.228 0.616
C 1.102 2.338 -1.137 0.014
O 1.078 2.932 -0.036 -0.821
O 1.649 1.229 -1.329 -0.786
H -2.297 1.593 -1.000 0.014
H -3.027 2.782 -3.051 0.486
H -2.276 4.491 -4.683 0.423
H 0.100 5.179 -4.752 0.402
H 1.712 4.189 -3.150 0.493
```